(1)
ORCA calculation (ωB97M-V with the def2-TZVPD basis set) on one molecule with the formula C10H9ClN2 at a distorted geometry.

The calculation puts the energy above the lowest of the compared OMol25 structures with the same formula, charge and spin at 2.677 eV. Its spin multiplicity is 1. Its strongest force on any atom is 5.57 eV/Å. For the LUMO energy (spin up / spin down), the calculation gives -1.1 / -2.2 eV. The calculation puts the HOMO-LUMO gap (spin up / spin down) at 7.34 / 5.25 eV.

Each line ends with the natural charge from an NBO analysis.
Geometry (Å):
Cl1 3.230 1.362 0.326  -0.023
N1 0.578 -2.853 1.207  -0.329
N2 3.231 -1.461 -1.878  -0.298
C1 -2.680 -0.798 -0.463  -0.666
C2 2.578 -1.142 -0.962  0.264
C3 1.891 -0.902 0.281  -0.340
C4 1.835 0.368 0.937  -0.127
C5 -0.758 0.685 -1.390  -0.278
C6 1.103 -1.958 0.685  0.253
C7 -0.905 0.520 0.928  -0.494
C8 -1.495 0.110 -0.375  0.192
C9 0.368 1.280 0.578  -0.238
C10 0.287 1.470 -0.836  -0.045
H1 -3.240 -0.340 0.425  0.227
H2 -1.456 1.332 1.452  0.252
H3 0.562 2.173 1.007  0.237
H4 -2.635 -1.824 -0.208  0.256
H5 -3.108 -0.762 -1.411  0.232
H6 0.816 2.097 -1.366  0.202
H7 -0.962 -0.302 1.520  0.251
H8 -0.931 0.645 -2.436  0.230
H9 1.693 0.300 1.980  0.240

Atomic forces in eV per Å
-0.8 -0.1 1.0
-0.2 0.5 -0.5
-1.2 0.6 1.2
0.3 2.4 2.9
0.9 -0.3 -0.4
0.5 0.1 -1.7
0.0 0.5 -2.1
0.8 0.7 1.1
-0.5 -1.6 1.7
-0.4 3.0 -1.2
0.9 -0.7 -0.9
0.5 -3.1 -2.2
-4.1 -3.4 1.6
-0.5 -0.8 -1.6
-0.5 -0.6 -0.4
0.7 2.6 2.2
1.0 -1.1 0.5
-1.2 0.5 -1.4
3.0 3.1 -2.6
0.7 -2.4 2.3
-0.3 -0.3 -0.7
0.5 0.1 1.2


(2)
ORCA calculation (ωB97M-V with the def2-TZVPD basis set) on C10H9F3N3O4PS as an isolated structure at a distorted geometry.

Its spin multiplicity is 1. Its strongest force on any atom is 4.45 eV/Å. For the LUMO energy, the calculation gives -1.8 eV. The calculation puts the HOMO-LUMO gap at 7.52 eV.

Each line ends with the natural charge from an NBO analysis.
Geometry (Å):
S1 -0.091 0.013 3.789  0.897
P1 -1.717 -2.221 -2.375  1.450
F1 2.495 4.586 -1.262  -0.330
F2 0.499 3.678 -1.659  -0.326
F3 0.821 5.116 0.074  -0.336
O1 3.144 3.154 0.715  -0.702
O2 -1.928 -4.023 0.375  -0.401
O3 -0.952 -3.530 -2.485  -1.076
O4 0.116 -4.501 0.313  -0.221
N1 -1.110 -1.061 3.007  -0.583
N2 0.737 0.745 2.528  -0.590
N3 -0.708 -4.078 1.039  0.357
C1 1.359 4.056 -0.652  0.951
C2 -0.839 -0.887 1.662  0.182
C3 1.784 2.855 0.315  0.016
C4 -2.544 -2.723 0.674  -0.139
C5 0.258 0.156 1.372  0.090
C6 -1.004 -1.312 -0.903  -0.359
C7 0.718 0.461 -0.017  -0.002
C8 -1.449 -1.609 0.480  -0.047
C9 1.848 1.463 -0.414  -0.453
C10 0.074 -0.274 -1.117  -0.173
H1 -2.924 -2.802 1.732  0.225
H2 -1.519 -1.527 -3.605  -0.038
H3 1.180 2.873 1.261  0.225
H4 -3.385 -2.518 -0.044  0.218
H5 3.159 3.981 1.232  0.479
H6 1.823 1.592 -1.531  0.242
H7 2.842 0.981 -0.172  0.265
H8 -3.083 -2.580 -2.163  -0.051
H9 0.399 -0.068 -2.166  0.228

Atomic forces in eV per Å
-0.2 -0.3 -2.1
2.6 -3.6 0.7
-1.9 -0.8 0.6
0.9 0.7 1.5
0.4 -1.7 -1.1
-0.7 0.0 0.1
-1.4 1.0 -0.8
-0.9 1.7 -0.2
-0.6 -0.1 1.1
1.8 1.7 -2.2
-1.9 -2.2 -0.7
1.5 -0.2 -0.7
0.8 0.5 -0.2
0.9 0.4 -1.1
1.1 0.7 0.1
0.7 0.3 0.9
-0.6 -0.4 0.5
0.0 1.8 3.1
-1.7 -1.7 -1.9
0.4 0.8 -1.5
-0.3 -0.4 0.4
-0.1 0.2 2.7
0.3 0.6 -1.1
-0.6 0.7 0.7
0.0 -0.2 -1.3
0.9 -0.7 0.8
-0.1 -0.5 -0.3
0.0 -0.1 1.1
-1.0 0.7 -0.1
0.2 1.1 -0.1
-0.3 -0.1 1.1


(3)
ORCA calculation (ωB97M-V with the def2-TZVPD basis set) on one molecule with the formula C10H9N5O at a distorted geometry.

The calculation puts the energy above the lowest of the compared OMol25 structures with the same formula, charge and spin at 0.000 eV. Its spin multiplicity is 1. As for the SMILES: Nc1nnc(CC(=O)c2ccccc2)nn1. Its strongest force on any atom is 4.52 eV/Å. For the LUMO energy, the calculation gives -1.0 eV. The calculation puts the HOMO-LUMO gap at 8.08 eV.

Each line ends with the natural charge from an NBO analysis.
Geometry (Å):
O1 -2.551 2.512 1.103  -0.508
N1 2.303 0.302 -1.071  -0.203
N2 2.252 0.535 1.449  -0.194
N3 1.358 1.202 -1.172  -0.169
N4 1.307 1.435 1.344  -0.172
N5 3.719 -1.052 0.357  -0.795
C1 -1.584 0.373 0.186  -0.151
C2 -0.309 2.771 -0.079  -0.539
C3 -1.615 1.968 0.475  0.586
C4 2.675 0.011 0.235  0.451
C5 -1.687 -0.048 -1.328  -0.208
C6 0.906 1.695 0.043  0.308
C7 -1.355 -2.208 0.974  -0.229
C8 -1.459 -2.575 -0.533  -0.220
C9 -1.422 -0.686 1.336  -0.202
C10 -1.617 -1.552 -1.689  -0.223
H1 3.342 -1.732 1.051  0.381
H2 -0.521 3.034 -1.179  0.258
H3 -1.322 -0.324 2.409  0.243
H4 -1.208 -2.988 1.806  0.241
H5 -0.108 3.690 0.572  0.264
H6 3.717 -1.603 -0.528  0.382
H7 -1.661 -1.826 -2.797  0.239
H8 -1.773 0.753 -2.141  0.235
H9 -1.387 -3.688 -0.821  0.226

Atomic forces in eV per Å
3.3 -1.8 -2.2
0.3 0.0 2.7
0.4 -0.7 -2.6
-0.2 0.5 2.9
-0.2 0.0 -3.1
-2.9 0.4 -0.4
0.0 -2.6 -1.0
0.0 -1.7 0.5
-1.5 0.4 1.4
1.8 -2.1 0.0
0.6 -2.7 3.0
-1.7 2.3 -0.5
-0.4 3.5 -2.9
0.0 2.0 0.6
-0.2 -0.9 -3.8
0.2 1.9 3.8
0.7 0.9 -0.3
0.6 -0.4 1.7
-0.2 -0.6 -1.7
-0.3 1.3 -1.7
-0.4 -1.4 -1.0
0.1 0.9 0.7
0.1 0.1 2.0
0.1 -1.4 1.4
-0.2 2.0 0.5


(4)
ORCA calculation (ωB97M-V with the def2-TZVPD basis set) on one molecule with the formula C10H9NO at a distorted geometry.

The calculation puts the energy above the lowest of the compared OMol25 structures with the same formula, charge and spin at 6.883 eV. Its spin multiplicity is 1. Its strongest force on any atom is 4.44 eV/Å. For the LUMO energy (spin up / spin down), the calculation gives -0.4 / -1.6 eV. The calculation puts the HOMO-LUMO gap (spin up / spin down) at 8.33 / 7.05 eV.

Each line ends with the natural charge from an NBO analysis.
Geometry (Å):
O1 0.785 -0.388 1.675  -0.350
N1 1.126 2.116 -1.030  -0.410
C1 -1.346 1.217 -0.227  -0.192
C2 -1.165 2.512 -0.800  -0.250
C3 2.117 -1.152 -0.492  -0.241
C4 1.056 0.996 -0.423  0.097
C5 -0.219 0.424 -0.124  -0.038
C6 0.955 -1.957 0.005  -0.406
C7 2.142 0.132 -0.224  0.201
C8 -1.233 -1.578 1.162  -0.628
C9 -0.018 -0.845 0.712  0.189
C10 0.102 2.864 -1.225  0.036
H1 -1.761 -0.785 1.652  0.216
H2 2.963 -1.843 -0.867  0.240
H3 -1.061 -2.394 1.917  0.234
H4 -2.192 0.735 0.157  0.213
H5 0.167 3.911 -1.656  0.192
H6 1.142 -2.598 0.896  0.240
H7 -1.886 -1.807 0.389  0.220
H8 0.439 -2.586 -0.656  0.217
H9 -2.112 3.027 -0.841  0.221

Atomic forces in eV per Å
0.4 -0.3 1.9
3.4 1.5 -0.7
2.9 0.1 -0.9
-1.5 -2.2 0.9
1.8 -3.0 0.4
-3.1 -0.9 0.0
0.5 0.0 0.7
-0.7 1.7 2.2
2.0 -0.8 -1.0
0.2 0.6 2.6
0.8 -0.8 -2.1
-3.3 3.0 -0.4
-0.7 0.2 1.0
-1.0 1.7 0.3
0.0 0.7 -1.0
-1.8 0.2 0.2
0.6 -1.4 0.3
0.6 0.5 -0.6
-0.8 -1.1 -1.7
-0.6 -0.7 -1.6
0.4 1.0 -0.4


(5)
ORCA calculation (ωB97M-V with the def2-TZVPD basis set) on one molecule with the formula C10H9NO2 at a distorted geometry.

The calculation puts the energy above the lowest of the compared OMol25 structures with the same formula, charge and spin at 1.870 eV. Its spin multiplicity is 1. As for the SMILES: CC1(c2ccccc2)C(=O)NC1=O. Its strongest force on any atom is 5.48 eV/Å. For the LUMO energy, the calculation gives 0.5 eV. The calculation puts the HOMO-LUMO gap at 9.34 eV.

Each line ends with the natural charge from an NBO analysis.
Geometry (Å):
O1 2.261 2.155 0.056  -0.532
O2 2.104 -2.207 0.970  -0.530
N1 2.762 0.072 0.819  -0.664
C1 -0.683 0.799 1.041  -0.216
C2 -1.371 -0.892 -0.550  -0.211
C3 -0.348 0.000 -0.117  -0.038
C4 2.154 -1.077 0.567  0.752
C5 1.237 -0.039 -2.068  -0.621
C6 -1.955 0.775 1.521  -0.199
C7 1.077 -0.011 -0.571  -0.213
C8 -2.617 -0.801 0.002  -0.197
C9 -2.953 -0.033 1.036  -0.216
C10 2.020 1.004 0.107  0.710
H1 0.452 0.665 -2.501  0.228
H2 2.300 0.263 -2.394  0.222
H3 -1.291 -1.593 -1.489  0.225
H4 3.362 0.331 1.578  0.413
H5 -0.064 1.652 1.389  0.224
H6 -3.431 -1.359 -0.640  0.209
H7 -3.980 -0.024 1.374  0.221
H8 -2.119 1.283 2.412  0.207
H9 1.084 -0.964 -2.542  0.228

Atomic forces in eV per Å
-0.2 1.7 -0.2
0.7 1.7 -0.4
1.2 0.9 1.3
0.8 0.3 -2.3
2.1 0.1 -2.3
-0.5 -0.4 2.1
-3.7 -1.4 -2.0
1.0 2.2 -0.8
-0.1 -0.5 1.0
0.9 -1.2 1.1
-2.5 -3.0 -3.9
-0.7 0.8 0.8
-0.2 -1.6 -0.7
1.3 -0.6 0.3
-1.6 -0.1 0.5
0.3 1.5 2.0
0.6 -0.1 0.4
0.1 -1.1 -0.2
1.4 0.9 1.8
0.2 0.2 0.3
-0.5 1.4 1.3
-0.4 -1.5 -0.2


(6)
ORCA calculation (ωB97M-V with the def2-TZVPD basis set) on one molecule with the formula C10H9NO2S2 at a distorted geometry.

The calculation puts the energy above the lowest of the compared OMol25 structures with the same formula, charge and spin at 8.892 eV. Its spin multiplicity is 1. Its strongest force on any atom is 3.17 eV/Å. For the LUMO energy (spin up / spin down), the calculation gives -1.5 / -1.5 eV. The calculation puts the HOMO-LUMO gap (spin up / spin down) at 6.43 / 6.44 eV.

Each line ends with the natural charge from an NBO analysis.
Geometry (Å):
S1 -0.822 -1.087 1.408  0.385
S2 -3.581 -0.397 -1.214  0.144
O1 -3.961 1.311 1.428  -0.279
O2 -1.751 1.811 -1.185  -0.481
N1 -3.163 1.145 0.546  0.053
C1 1.678 0.952 0.996  -0.166
C2 0.089 -0.637 0.042  -0.242
C3 3.848 1.350 0.022  -0.204
C4 1.408 -0.084 0.132  -0.231
C5 -2.482 -1.771 -0.824  -0.575
C6 2.287 -0.373 -0.943  -0.149
C7 -2.374 -1.780 0.715  -0.555
C8 2.839 1.750 0.878  -0.209
C9 3.541 0.327 -0.937  -0.208
C10 -2.674 1.456 -0.564  0.629
H1 4.804 1.882 -0.195  0.223
H2 2.066 -1.084 -1.723  0.226
H3 2.952 2.689 1.410  0.218
H4 4.316 -0.106 -1.567  0.212
H5 0.989 1.202 1.758  0.211
H6 -3.052 -2.631 -1.300  0.251
H7 -1.516 -1.861 -1.324  0.274
H8 -2.374 -2.853 1.125  0.234
H9 -3.069 -1.209 1.316  0.239

Atomic forces in eV per Å
1.8 0.7 -1.7
-0.2 1.1 -0.5
-0.4 0.4 -0.4
0.8 1.4 -0.4
-0.2 -1.3 2.5
1.7 1.2 0.2
-1.7 -1.5 1.2
-0.2 -0.7 -2.6
-0.4 -0.1 -1.2
-1.1 -0.5 0.5
2.2 1.9 1.2
1.1 -2.5 0.5
0.0 -0.3 0.0
-1.0 -1.5 1.2
0.1 -1.5 -2.4
-0.9 -0.3 0.8
-0.2 -0.1 0.1
-0.1 -0.3 0.4
-0.1 0.6 -0.2
-0.8 0.2 0.5
0.2 0.7 1.2
0.1 0.9 0.2
-0.1 1.4 -0.6
-0.8 -0.1 -0.6


Number 1: total energy -26013.7582 eV. Number 2: total energy -51447.2480 eV. Number 3: total energy -20006.7565 eV. Number 4: total energy -14046.8154 eV. Number 5: total energy -16099.3392 eV. Number 6: total energy -37763.5235 eV.